{"formula": "C31H87N15O13P4", "method": "ωB97M-V/def2-TZVPD", "species": ["C", "N", "O", "O", "H", "H", "H", "C", "N", "O", "O", "H", "H", "H", "C", "N", "O", "O", "H", "H", "H", "C", "C", "C", "O", "C", "O", "O", "H", "H", "H", "H", "H", "H", "O", "P", "N", "C", "C", "N", "C", "C", "N", "C", "C", "H", "H", "H", "H", "H", "H", "H", "H", "H", "H", "H", "H", "H", "H", "H", "H", "H", "H", "O", "P", "N", "C", "C", "N", "C", "C", "N", "C", "C", "H", "H", "H", "H", "H", "H", "H", "H", "H", "H", "H", "H", "H", "H", "H", "H", "H", "H", "O", "P", "N", "C", "C", "N", "C", "C", "N", "C", "C", "H", "H", "H", "H", "H", "H", "H", "H", "H", "H", "H", "H", "H", "H", "H", "H", "H", "H", "O", "P", "N", "C", "C", "N", "C", "C", "N", "C", "C", "H", "H", "H", "H", "H", "H", "H", "H", "H", "H", "H", "H", "H", "H", "H", "H", "H", "H"], "xyz": [[-18.810, -13.774, 2.632], [-19.603, -14.766, 1.846], [-19.044, -15.624, 1.205], [-20.799, -14.551, 1.977], [-18.728, -14.027, 3.689], [-19.258, -12.780, 2.619], [-17.764, -13.737, 2.328], [-17.919, -16.724, -1.897], [-18.304, -18.125, -2.255], [-19.504, -18.314, -2.377], [-17.401, -18.977, -2.340], [-17.063, -16.375, -2.475], [-17.647, -16.899, -0.857], [-18.739, -16.011, -1.813], [-22.471, -16.488, -2.224], [-22.660, -15.069, -1.722], [-21.805, -14.653, -0.983], [-23.644, -14.490, -2.112], [-23.289, -17.000, -1.717], [-21.519, -16.966, -1.995], [-22.647, -16.429, -3.298], [-16.281, -17.448, -8.906], [-16.852, -16.590, -7.807], [-17.958, -17.153, -6.974], [-17.470, -16.949, -5.610], [-16.227, -16.778, -5.630], [-15.563, -16.745, -4.590], [-15.852, -16.403, -6.789], [-15.932, -18.388, -8.479], [-15.345, -16.978, -9.208], [-16.990, -17.889, -9.606], [-17.324, -15.667, -8.141], [-18.257, -18.171, -7.223], [-18.885, -16.651, -7.250], [-22.122, -20.779, -6.936], [-22.043, -21.638, -5.711], [-23.660, -21.649, -4.993], [-24.080, -20.802, -3.843], [-24.820, -22.351, -5.554], [-20.897, -21.216, -4.531], [-20.953, -21.888, -3.228], [-19.579, -20.675, -4.932], [-21.797, -23.320, -6.091], [-22.023, -23.842, -7.548], [-21.931, -24.403, -5.040], [-25.055, -20.416, -4.140], [-23.344, -20.037, -3.597], [-24.115, -21.599, -3.100], [-25.523, -22.654, -4.778], [-24.406, -23.322, -5.826], [-25.101, -21.833, -6.471], [-20.553, -22.891, -3.378], [-20.521, -21.253, -2.454], [-21.972, -21.975, -2.851], [-18.795, -21.333, -4.557], [-19.580, -20.474, -6.003], [-19.289, -19.853, -4.278], [-21.531, -24.787, -7.779], [-23.018, -24.231, -7.764], [-21.739, -23.138, -8.330], [-21.134, -24.485, -4.302], [-21.810, -25.391, -5.483], [-22.902, -24.196, -4.589], [-12.475, -16.797, 1.088], [-12.348, -18.178, 0.468], [-12.925, -18.383, -1.120], [-12.128, -18.424, -2.363], [-14.299, -18.133, -1.373], [-13.300, -19.366, 1.369], [-13.362, -19.134, 2.795], [-14.065, -20.400, 0.779], [-10.738, -18.827, 0.358], [-10.360, -20.218, 0.184], [-9.722, -18.150, 1.218], [-12.759, -18.018, -3.154], [-11.688, -19.393, -2.595], [-11.205, -17.846, -2.325], [-14.735, -17.930, -0.395], [-14.682, -19.120, -1.632], [-14.556, -17.473, -2.201], [-12.373, -19.377, 3.184], [-13.565, -18.093, 3.044], [-14.154, -19.645, 3.344], [-15.124, -20.158, 0.700], [-13.746, -20.573, -0.249], [-13.743, -21.208, 1.436], [-9.297, -20.324, -0.031], [-10.371, -20.617, 1.198], [-10.942, -20.753, -0.567], [-8.765, -18.665, 1.125], [-10.094, -18.003, 2.232], [-9.522, -17.195, 0.733], [-21.765, -23.077, 0.393], [-22.384, -21.907, 1.149], [-21.334, -20.541, 1.240], [-21.321, -19.719, 0.088], [-20.246, -20.428, 2.255], [-23.020, -22.373, 2.713], [-23.558, -21.473, 3.802], [-22.816, -23.741, 3.200], [-23.883, -21.408, 0.454], [-24.564, -22.321, -0.372], [-24.677, -20.326, 0.947], [-21.777, -20.207, -0.773], [-20.270, -19.482, -0.083], [-21.868, -18.794, 0.269], [-20.203, -19.396, 2.605], [-19.357, -20.744, 1.709], [-20.509, -21.078, 3.090], [-23.145, -21.649, 4.795], [-23.420, -20.417, 3.569], [-24.645, -21.549, 3.815], [-21.926, -24.163, 2.733], [-22.653, -23.867, 4.271], [-23.693, -24.333, 2.940], [-23.989, -22.494, -1.282], [-24.681, -23.244, 0.196], [-25.529, -21.937, -0.701], [-25.410, -20.729, 1.645], [-25.114, -19.705, 0.165], [-24.023, -19.706, 1.561], [-19.493, -9.748, -2.561], [-19.455, -10.551, -3.816], [-18.023, -10.269, -4.675], [-17.817, -9.108, -5.545], [-16.813, -11.030, -4.375], [-20.758, -10.158, -4.950], [-22.027, -9.592, -4.565], [-20.902, -10.707, -6.243], [-19.491, -12.268, -3.503], [-19.305, -13.341, -4.622], [-20.167, -12.758, -2.347], [-17.436, -9.496, -6.490], [-17.283, -8.346, -4.979], [-18.766, -8.613, -5.751], [-16.476, -10.894, -3.347], [-16.023, -10.691, -5.045], [-16.927, -12.065, -4.699], [-22.813, -10.347, -4.540], [-21.917, -8.991, -3.662], [-22.494, -8.911, -5.277], [-20.866, -10.107, -7.153], [-20.125, -11.466, -6.335], [-21.811, -11.292, -6.382], [-18.807, -12.875, -5.472], [-18.742, -14.225, -4.322], [-20.256, -13.738, -4.978], [-19.455, -12.817, -1.524], [-20.358, -13.812, -2.551], [-21.099, -12.214, -2.194]], "atomic_forces_ev_per_a": [[1.57, 0.53, 0.54], [-0.47, 1.94, 1.42], [-0.35, -0.24, -0.11], [0.29, -1.24, -0.75], [-0.60, -0.62, -0.08], [-0.20, -0.35, -0.50], [-0.24, -0.10, -0.57], [0.64, -0.23, 1.22], [1.09, -0.04, -0.54], [0.21, -0.78, -0.04], [-2.15, 1.55, 0.11], [-0.13, -0.31, -0.07], [0.57, 0.37, 0.08], [-0.27, -0.50, -0.72], [-0.83, 0.23, -0.14], [0.91, -1.22, -0.39], [-0.02, 0.42, 0.56], [-0.14, 0.23, 0.08], [0.01, -0.28, -0.32], [0.03, 0.64, 0.18], [-0.07, -0.22, 0.14], [0.59, -0.92, 1.06], [-0.57, -0.32, 0.19], [-1.28, -0.74, -0.11], [-6.31, -2.11, -0.55], [3.52, 1.67, 4.56], [-0.62, -0.43, -2.04], [2.80, 1.04, -3.50], [0.17, -0.04, 0.68], [-0.45, 0.05, -1.03], [0.00, 1.15, -0.62], [1.31, 0.62, -0.30], [0.77, -0.57, 0.72], [-0.05, 0.60, 1.10], [1.18, -0.92, 1.17], [-2.15, -1.01, -1.02], [1.89, 0.94, 1.01], [0.84, -1.48, -1.52], [2.70, -1.01, -0.50], [-1.69, 0.28, -0.43], [-0.36, 0.32, -0.59], [-0.31, -0.44, 1.20], [0.25, -0.53, -1.55], [-0.04, 0.00, 1.14], [0.08, 1.07, -1.12], [0.03, 0.38, 0.66], [-0.15, 0.04, -0.01], [-0.66, 0.77, 1.05], [-0.47, 0.83, -0.17], [-0.25, -0.23, -0.67], [-1.02, -0.13, 0.30], [0.42, 0.19, 0.96], [0.85, -0.29, -0.19], [-0.28, -0.27, -0.46], [0.11, -0.92, -0.92], [0.29, 0.05, 0.27], [-0.71, 0.87, -0.52], [1.15, 0.20, 0.71], [-0.79, 0.87, 0.45], [-0.05, 0.27, 0.53], [0.00, 0.86, 0.11], [-0.80, 0.13, -0.47], [0.02, -0.81, 0.49], [0.73, -2.57, -0.92], [-0.30, -0.71, 0.02], [2.44, 0.59, 0.46], [0.87, 0.20, 0.76], [-1.06, -1.71, 0.76], [1.30, 3.59, -1.42], [0.36, 0.53, 0.25], [0.68, -0.36, -0.02], [-0.34, 1.76, 0.05], [-0.26, 0.05, 0.92], [-0.68, 0.72, -1.36], [0.22, -0.32, -0.13], [-0.76, -0.52, -0.17], [-0.23, 0.63, 0.32], [-0.58, 0.67, -0.31], [-0.82, 0.01, -0.42], [0.24, 0.49, 0.39], [-0.12, -0.15, 0.71], [0.22, 0.24, -0.29], [0.09, -0.67, -0.42], [-0.39, -0.41, 0.48], [0.23, -0.23, 0.14], [-1.19, -1.07, -0.52], [-0.01, 0.42, -0.72], [-0.63, -1.10, -0.02], [-0.14, -0.04, 0.34], [-0.25, -0.32, 0.47], [0.45, -0.08, 0.10], [-0.11, 0.35, 0.52], [-2.18, 2.41, 1.76], [3.63, -1.17, 0.32], [-3.15, -2.94, 1.92], [0.29, 1.04, -0.41], [-1.21, -0.24, -1.15], [1.05, 1.43, 0.75], [-0.23, 0.63, -1.61], [0.18, -0.80, -0.97], [0.49, 0.63, 0.44], [-0.44, -0.94, -1.15], [0.94, 0.88, 1.27], [0.31, -0.05, -0.19], [-0.11, 0.14, -0.68], [0.08, 0.33, -0.11], [0.20, -0.05, -0.05], [0.38, 0.09, 0.65], [0.37, -0.05, -0.02], [0.13, -0.44, -0.32], [0.51, -0.06, -0.16], [-0.14, -0.49, 0.28], [-0.25, -0.10, -0.27], [-0.22, 0.81, 0.08], [0.03, -0.27, -0.03], [0.20, -0.42, 0.14], [-0.13, -0.38, -0.35], [0.00, 0.06, 0.37], [-0.52, 0.03, -0.23], [-0.12, -0.36, -0.12], [-0.07, 0.31, -0.13], [-0.90, -1.01, -0.89], [-0.11, -0.11, -0.67], [-1.33, -0.97, -0.16], [-1.27, -0.26, 0.73], [-0.09, 0.13, -0.70], [0.76, 0.98, 1.05], [-0.28, 0.76, 0.93], [1.22, -2.40, -0.93], [1.43, 0.35, -3.37], [-0.37, 1.93, 0.92], [0.29, -0.74, -0.08], [0.57, 0.65, 0.04], [0.80, -0.07, -0.57], [-0.22, -0.29, -0.08], [-0.03, -0.34, 0.02], [0.06, 0.40, 0.14], [-0.05, -0.26, 0.71], [0.00, -0.44, 0.80], [-0.25, -0.46, 0.29], [0.79, 0.37, -0.64], [0.27, 0.92, 0.36], [0.20, 0.02, -0.55], [-0.48, -0.05, 0.43], [0.07, -0.05, 0.11], [0.36, 0.30, 0.55], [-0.37, 0.28, 0.07], [-0.48, 0.56, 0.62], [-0.49, 0.10, 0.02], [0.11, -0.21, 0.68]], "homo_lumo_gap_ev": [6.98, 2.19], "s_squared": 0.759, "e_tot_ha": -4397.60600, "spin_multiplicity": 2, "charge": 1}